# 1
Computed, not measured: a structure of composition C27H26AsN2OS2TeZn, with the ωB97M-V functional and the def2-TZVPD basis.

CARTESIAN COORDINATES (ANGSTROEM)
Zn1 -0.10 0.01 0.00
S1 2.23 0.10 -0.02
C1 3.22 -1.35 0.28
C2 4.60 -1.24 0.47
C3 5.36 -2.38 0.70
C4 4.76 -3.63 0.74
C5 3.39 -3.75 0.54
C6 2.61 -2.63 0.32
As1 0.66 -2.53 0.00
C7 0.40 -4.47 -0.36
C8 0.75 -4.91 -1.63
C9 0.63 -6.25 -1.99
C10 0.14 -7.17 -1.08
C11 -0.22 -6.74 0.20
C12 -0.09 -5.40 0.55
C13 0.13 -2.58 1.91
C14 1.05 -2.40 2.94
C15 0.63 -2.41 4.27
C16 -0.70 -2.62 4.58
C17 -1.62 -2.80 3.55
C18 -1.21 -2.78 2.23
H1 5.07 -0.27 0.45
H2 6.43 -2.29 0.85
H3 5.37 -4.51 0.92
H4 2.94 -4.74 0.58
H5 1.14 -4.20 -2.36
H6 0.91 -6.57 -2.99
H7 0.03 -8.21 -1.35
H8 -0.60 -7.46 0.92
H9 -0.36 -5.10 1.55
H10 2.09 -2.23 2.72
H11 1.36 -2.27 5.06
H12 -1.02 -2.64 5.62
H13 -2.67 -2.96 3.79
H14 -1.93 -2.91 1.43
O1 -1.50 -1.13 0.01
C19 2.82 3.55 0.03
Te1 0.88 2.66 0.00
C20 0.02 4.64 -0.01
H15 2.94 4.18 0.91
H16 2.98 4.12 -0.89
H17 3.55 2.74 0.07
H18 0.34 5.17 -0.90
H19 0.32 5.16 0.90
H20 -1.06 4.56 -0.02
N1 -1.23 2.72 -1.90
C21 -2.06 2.37 -0.85
N2 -1.84 1.39 -0.03
C22 -2.87 1.30 0.90
C23 -2.96 0.37 1.93
C24 -4.05 0.41 2.78
C25 -5.06 1.36 2.62
C26 -4.99 2.29 1.60
C27 -3.89 2.25 0.75
S2 -3.54 3.27 -0.61
H21 -0.56 2.02 -2.19
H22 -1.66 3.23 -2.66
H23 -2.17 -0.36 2.04
H24 -4.11 -0.31 3.59
H25 -5.91 1.37 3.30
H26 -5.77 3.03 1.47

**Energy above the lowest of the compared OMol25 structures with the same formula, charge and spin**: 102.3 kcal per mole
**Charge**: -1
**Highest occupied orbital energy**: -2.900 eV
**Frontier orbital gap**: 5.00 eV

How is the electron density shared among the atoms? According to Mulliken, the charges in e are: atom 1 (Zn): -0.505, atom 2 (S): -0.442, atom 3 (C): 0.308, atom 4 (C): -0.693, atom 5 (C): -0.426, atom 6 (C): -0.787, atom 7 (C): -0.018, atom 8 (C): -0.255, atom 9 (As): 1.118, atom 10 (C): -0.219, atom 11 (C): -0.200, atom 12 (C): -0.633, atom 13 (C): -0.385, atom 14 (C): -0.723, atom 15 (C): 0.056, atom 16 (C): 0.815, atom 17 (C): -0.194, atom 18 (C): -0.654, atom 19 (C): -0.621, atom 20 (C): -0.402, atom 21 (C): -1.021, atom 22 (H): 0.387, atom 23 (H): 0.346, atom 24 (H): 0.360, atom 25 (H): 0.409, atom 26 (H): 0.375, atom 27 (H): 0.361, atom 28 (H): 0.354, atom 29 (H): 0.378, atom 30 (H): 0.263, atom 31 (H): 0.286, atom 32 (H): 0.355, atom 33 (H): 0.333, atom 34 (H): 0.533, atom 35 (H): 0.481, atom 36 (O): -1.086, atom 37 (C): -0.929, atom 38 (Te): 0.740, atom 39 (C): -1.008, atom 40 (H): 0.315, atom 41 (H): 0.327, atom 42 (H): 0.150, atom 43 (H): 0.334, atom 44 (H): 0.377, atom 45 (H): 0.212, atom 46 (N): -0.342, atom 47 (C): 0.269, atom 48 (N): 0.399, atom 49 (C): -0.763, atom 50 (C): -0.215, atom 51 (C): -0.688, atom 52 (C): -0.351, atom 53 (C): -0.635, atom 54 (C): 0.996, atom 55 (S): -0.312, atom 56 (H): 0.166, atom 57 (H): 0.269, atom 58 (H): 0.303, atom 59 (H): 0.401, atom 60 (H): 0.367, atom 61 (H): 0.361


# 2
Computed, not measured: a cluster of 2 separate species, C27H26Br2NO in total, with the ωB97M-V functional and the def2-TZVPD basis.

CARTESIAN COORDINATES (ANGSTROEM)
Br1 7.17 -0.57 2.21
C1 5.66 0.52 1.98
C2 5.73 1.66 1.15
C3 4.60 2.44 0.94
C4 3.35 2.12 1.54
C5 2.18 2.90 1.25
C6 0.96 2.74 1.89
C7 -0.25 3.18 1.38
C8 -1.52 2.79 1.92
C9 -2.70 2.74 1.12
C10 -3.92 2.36 1.66
C11 -4.01 2.03 3.03
Br2 -5.69 1.63 3.79
C12 -2.87 2.06 3.84
C13 -1.64 2.42 3.29
C14 3.32 0.99 2.41
C15 4.45 0.21 2.62
H1 6.67 1.92 0.68
H2 4.66 3.32 0.30
H3 2.23 3.61 0.42
H4 0.95 2.20 2.85
H5 -0.25 3.73 0.43
H6 -2.62 3.01 0.07
H7 -4.81 2.33 1.04
H8 -2.94 1.80 4.89
H9 -0.75 2.43 3.92
H10 2.39 0.73 2.91
H11 4.41 -0.65 3.28
C16 -4.15 6.35 0.38
C17 -4.12 5.90 1.71
C18 -2.92 5.82 2.40
C19 -1.70 6.13 1.76
C20 -0.45 5.95 2.47
C21 0.78 6.31 1.98
N1 1.89 6.52 2.73
C22 3.07 7.01 2.02
C23 4.33 6.72 2.81
O1 4.20 7.15 4.17
C24 3.11 6.55 4.86
C25 1.77 6.78 4.17
C26 -1.74 6.63 0.43
C27 -2.95 6.72 -0.25
H12 -5.09 6.41 -0.15
H13 -5.04 5.59 2.20
H14 -2.89 5.50 3.44
H15 -0.53 5.57 3.49
H16 0.95 6.41 0.91
H17 3.11 6.49 1.06
H18 3.00 8.10 1.84
H19 4.56 5.64 2.75
H20 5.17 7.32 2.42
H21 3.27 5.46 4.97
H22 3.12 7.03 5.85
H23 1.45 7.81 4.37
H24 1.03 6.10 4.61
H25 -0.81 6.95 -0.04
H26 -2.97 7.08 -1.27

**Charge**: +1
**Highest occupied orbital energy**: -9.885 eV
**Frontier orbital gap**: 4.41 eV

How is the electron density shared among the atoms? According to Mulliken, the charges in e are: atom 1 (Br): -0.112, atom 2 (C): 0.059, atom 3 (C): -0.662, atom 4 (C): -0.327, atom 5 (C): 0.632, atom 6 (C): -0.344, atom 7 (C): -0.056, atom 8 (C): -0.171, atom 9 (C): 0.725, atom 10 (C): -0.263, atom 11 (C): -0.645, atom 12 (C): 0.094, atom 13 (Br): -0.114, atom 14 (C): -0.811, atom 15 (C): -0.358, atom 16 (C): -0.404, atom 17 (C): -0.682, atom 18 (H): 0.416, atom 19 (H): 0.393, atom 20 (H): 0.369, atom 21 (H): 0.106, atom 22 (H): 0.483, atom 23 (H): 0.399, atom 24 (H): 0.461, atom 25 (H): 0.449, atom 26 (H): 0.384, atom 27 (H): 0.344, atom 28 (H): 0.431, atom 29 (C): -0.559, atom 30 (C): -0.553, atom 31 (C): -0.504, atom 32 (C): 0.927, atom 33 (C): -0.763, atom 34 (C): -0.025, atom 35 (N): 0.435, atom 36 (C): -0.509, atom 37 (C): -0.607, atom 38 (O): -0.354, atom 39 (C): -0.753, atom 40 (C): -0.339, atom 41 (C): -0.272, atom 42 (C): -0.786, atom 43 (H): 0.390, atom 44 (H): 0.454, atom 45 (H): 0.402, atom 46 (H): 0.105, atom 47 (H): 0.284, atom 48 (H): 0.352, atom 49 (H): 0.307, atom 50 (H): 0.278, atom 51 (H): 0.345, atom 52 (H): 0.316, atom 53 (H): 0.336, atom 54 (H): 0.282, atom 55 (H): 0.291, atom 56 (H): 0.309, atom 57 (H): 0.417


# 3
Computed, not measured: a structure of composition C27H26BrGeN2O2Y, with the ωB97M-V functional and the def2-TZVPD basis.

CARTESIAN COORDINATES (ANGSTROEM)
Y1 13.19 8.37 12.95
Br1 13.29 8.84 16.44
C1 11.93 7.60 15.76
C2 11.09 6.96 16.63
C3 10.09 6.10 16.06
C4 10.08 5.90 14.69
C5 10.90 6.62 13.91
N1 11.81 7.55 14.43
C6 10.91 6.56 12.32
O1 10.08 5.93 11.75
O2 11.93 7.27 11.78
H1 11.27 6.80 17.67
H2 9.42 5.65 16.75
H3 9.37 5.23 14.30
C7 18.62 11.94 13.18
N2 17.71 10.91 13.73
C8 16.95 11.42 14.94
C9 16.94 10.12 12.74
C10 16.62 8.75 13.20
C11 17.41 8.01 14.13
C12 17.09 6.79 14.54
C13 15.94 6.18 14.06
C14 15.15 6.92 13.16
C15 15.35 8.28 12.88
H4 19.25 12.34 13.97
H5 18.05 12.78 12.72
H6 19.27 11.53 12.38
H7 16.47 10.59 15.47
H8 16.12 12.03 14.63
H9 17.55 12.00 15.64
H10 17.50 10.15 11.79
H11 15.97 10.65 12.59
H12 18.35 8.50 14.45
H13 17.59 6.29 15.41
H14 15.55 5.19 14.39
H15 14.31 6.35 12.67
Ge1 11.58 10.81 11.77
C16 11.38 10.93 9.73
C17 12.42 10.45 8.91
C18 12.50 10.77 7.54
C19 11.35 11.31 6.96
C20 10.22 11.63 7.70
C21 10.31 11.54 9.14
C22 9.72 11.09 12.22
C23 8.68 10.26 11.71
C24 7.40 10.41 12.21
C25 7.15 11.34 13.20
C26 8.18 12.09 13.76
C27 9.45 12.06 13.20
H16 12.48 12.03 12.09
H17 13.31 9.97 9.28
H18 13.35 10.48 6.93
H19 11.32 11.55 5.88
H20 9.40 12.01 7.16
H21 9.51 12.02 9.73
H22 8.79 9.53 10.85
H23 6.64 9.72 11.84
H24 6.15 11.40 13.61
H25 7.96 12.82 14.54
H26 10.29 12.71 13.40

**Energy above the lowest of the compared OMol25 structures with the same formula, charge and spin**: 0.0 kcal per mole
**Charge**: +2
**Highest occupied orbital energy (spin up / spin down)**: -13.263 / -13.282 eV
**Frontier orbital gap (spin up / spin down)**: 5.28 / 3.99 eV

How is the electron density shared among the atoms? According to Mulliken, the charges in e are: atom 1 (Y): 0.942, atom 2 (Br): -0.172, atom 3 (C): 0.569, atom 4 (C): -0.602, atom 5 (C): -0.293, atom 6 (C): -0.701, atom 7 (C): 0.443, atom 8 (N): 0.015, atom 9 (C): 0.482, atom 10 (O): -0.527, atom 11 (O): -0.624, atom 12 (H): 0.401, atom 13 (H): 0.472, atom 14 (H): 0.588, atom 15 (C): -0.802, atom 16 (N): 0.297, atom 17 (C): -0.830, atom 18 (C): -0.754, atom 19 (C): 0.804, atom 20 (C): -0.380, atom 21 (C): -0.686, atom 22 (C): -0.530, atom 23 (C): -0.741, atom 24 (C): -0.433, atom 25 (H): 0.339, atom 26 (H): 0.381, atom 27 (H): 0.354, atom 28 (H): 0.268, atom 29 (H): 0.385, atom 30 (H): 0.377, atom 31 (H): 0.426, atom 32 (H): 0.391, atom 33 (H): 0.413, atom 34 (H): 0.348, atom 35 (H): 0.405, atom 36 (H): 0.631, atom 37 (Ge): 0.265, atom 38 (C): 0.399, atom 39 (C): -0.336, atom 40 (C): -0.827, atom 41 (C): -0.201, atom 42 (C): -0.849, atom 43 (C): 0.045, atom 44 (C): 0.167, atom 45 (C): -0.061, atom 46 (C): -0.573, atom 47 (C): -0.445, atom 48 (C): -0.655, atom 49 (C): -0.423, atom 50 (H): 0.002, atom 51 (H): 0.260, atom 52 (H): 0.385, atom 53 (H): 0.332, atom 54 (H): 0.431, atom 55 (H): 0.399, atom 56 (H): 0.402, atom 57 (H): 0.387, atom 58 (H): 0.399, atom 59 (H): 0.395, atom 60 (H): 0.449


# 4
Computed, not measured: a structure of composition C27H26ClF6NO7S6W, with the ωB97M-V functional and the def2-TZVPD basis.

CARTESIAN COORDINATES (ANGSTROEM)
W1 0.71 0.08 -0.42
C1 1.39 -1.73 -3.42
C2 1.58 -2.98 -2.58
S1 0.81 -2.76 -0.95
C3 2.06 -3.44 0.17
C4 2.53 -2.42 1.21
S2 2.79 -0.76 0.54
C5 4.03 -1.09 -0.77
C6 3.71 -0.60 -2.19
S3 1.98 -0.23 -2.61
H1 0.34 -1.53 -3.63
H2 1.91 -1.82 -4.37
H3 2.63 -3.21 -2.44
H4 1.10 -3.83 -3.07
H5 2.89 -3.79 -0.43
H6 1.65 -4.31 0.68
H7 3.45 -2.74 1.68
H8 1.79 -2.29 2.00
H9 4.23 -2.16 -0.75
H10 4.93 -0.58 -0.43
H11 4.07 -1.33 -2.92
H12 4.23 0.33 -2.39
F1 -0.14 4.19 0.24
C7 -0.37 4.41 -1.06
F2 -0.07 5.66 -1.35
F3 -1.66 4.19 -1.30
S4 0.64 3.26 -2.08
O1 0.29 1.91 -1.55
O2 0.21 3.45 -3.42
N1 2.08 3.71 -1.79
S5 3.33 2.93 -1.26
O3 2.96 1.64 -0.67
O4 4.42 2.91 -2.16
C8 3.82 3.97 0.19
F4 4.45 5.05 -0.21
F5 4.62 3.24 0.96
F6 2.74 4.31 0.89
Cl1 -0.74 1.95 6.59
C9 -0.33 1.77 4.93
C10 0.20 2.85 4.22
C11 0.52 2.74 2.88
C12 0.34 1.54 2.21
O5 0.62 1.50 0.91
C13 -0.20 0.44 2.93
C14 -0.51 -0.77 2.27
O6 -0.27 -1.02 1.06
C15 -0.54 0.57 4.29
H13 0.35 3.79 4.73
H14 0.93 3.59 2.34
H15 -1.01 -1.56 2.84
H16 -0.96 -0.27 4.82
O7 -0.89 -0.41 -1.58
S6 -2.47 -0.32 -1.51
C16 -3.04 -1.99 -1.55
C17 -2.60 -2.97 -0.68
C18 -3.11 -4.25 -0.80
C19 -4.05 -4.54 -1.79
C20 -4.48 -3.55 -2.66
C21 -3.98 -2.26 -2.55
C22 -2.92 0.24 0.11
C23 -2.62 1.57 0.36
C24 -3.01 2.15 1.55
C25 -3.71 1.40 2.49
C26 -4.02 0.07 2.23
C27 -3.64 -0.52 1.03
H17 -1.88 -2.73 0.09
H18 -2.78 -5.03 -0.13
H19 -4.44 -5.54 -1.88
H20 -5.21 -3.77 -3.42
H21 -4.30 -1.48 -3.22
H22 -2.10 2.16 -0.39
H23 -2.78 3.19 1.74
H24 -4.03 1.86 3.42
H25 -4.59 -0.50 2.94
H26 -3.92 -1.54 0.82

**Charge**: +2
**Highest occupied orbital energy (spin up / spin down)**: -13.391 / -13.626 eV
**Frontier orbital gap (spin up / spin down)**: 6.38 / 6.67 eV

How is the electron density shared among the atoms? According to Mulliken, the charges in e are: atom 1 (W): -0.457, atom 2 (C): -0.803, atom 3 (C): -0.961, atom 4 (S): 0.514, atom 5 (C): -1.080, atom 6 (C): -0.607, atom 7 (S): 0.231, atom 8 (C): -0.932, atom 9 (C): -0.954, atom 10 (S): 0.222, atom 11 (H): 0.293, atom 12 (H): 0.652, atom 13 (H): 0.412, atom 14 (H): 0.615, atom 15 (H): 0.460, atom 16 (H): 0.601, atom 17 (H): 0.685, atom 18 (H): 0.044, atom 19 (H): 0.499, atom 20 (H): 0.595, atom 21 (H): 0.705, atom 22 (H): 0.418, atom 23 (F): -0.163, atom 24 (C): 0.595, atom 25 (F): -0.207, atom 26 (F): -0.208, atom 27 (S): 1.209, atom 28 (O): -0.845, atom 29 (O): -0.642, atom 30 (N): -0.571, atom 31 (S): 1.029, atom 32 (O): -0.544, atom 33 (O): -0.722, atom 34 (C): 0.664, atom 35 (F): -0.179, atom 36 (F): -0.210, atom 37 (F): -0.207, atom 38 (Cl): -0.167, atom 39 (C): 0.083, atom 40 (C): -0.976, atom 41 (C): -0.338, atom 42 (C): 0.592, atom 43 (O): 1.348, atom 44 (C): 0.939, atom 45 (C): -0.023, atom 46 (O): -0.152, atom 47 (C): -1.517, atom 48 (H): 0.485, atom 49 (H): 0.461, atom 50 (H): 0.359, atom 51 (H): 0.531, atom 52 (O): -0.166, atom 53 (S): -0.008, atom 54 (C): 0.936, atom 55 (C): -0.074, atom 56 (C): -1.193, atom 57 (C): -0.563, atom 58 (C): -0.775, atom 59 (C): -0.624, atom 60 (C): 0.259, atom 61 (C): -0.729, atom 62 (C): -0.365, atom 63 (C): -0.762, atom 64 (C): -0.747, atom 65 (C): -0.325, atom 66 (H): 0.730, atom 67 (H): 0.487, atom 68 (H): 0.446, atom 69 (H): 0.442, atom 70 (H): 0.517, atom 71 (H): 0.638, atom 72 (H): 0.574, atom 73 (H): 0.477, atom 74 (H): 0.483, atom 75 (H): 0.563


| no. | strongest force on any atom (eV/Å) | energy (a.u.) |
| --- | --- | --- |
| 1 | 2.7 | -6308.66271 |
| 2 | 1.1 | -6322.17828 |
| 3 | 4.1 | -5993.02128 |
| 4 | 0.9 | -5140.97455 |